[1]
Molecular formula: C4H8N2O
Method: DFT, ωB97M-V/def2-TZVPD

The calculation puts the frontier orbital gap (alpha / beta) at 8.4161 / 8.4155 eV. As for the largest force on an atom: 4.055 eV Å⁻¹. Its total energy is -9301.8559 eV. The calculation puts the HOMO energy (alpha / beta) at -7.620 / -7.619 eV.

Last column: Mulliken charge in e.
Cartesian coordinates (Å):
C1 -0.984 -0.452 -0.317  0.307
C2 0.235 -1.151 0.140  -0.790
C3 0.506 0.168 1.021  0.181
C4 1.472 1.052 0.316  -1.195
N1 -0.945 0.594 0.470  0.330
N2 -1.693 -0.810 -1.389  -0.436
O1 -1.241 1.818 0.512  -0.720
H1 0.349 -2.107 0.675  0.309
H2 1.024 -1.260 -0.625  0.256
H3 0.663 0.148 2.153  0.327
H4 1.065 1.268 -0.757  0.282
H5 2.558 0.702 0.226  0.295
H6 1.399 2.014 0.791  0.350
H7 -1.875 -1.771 -1.615  0.245
H8 -2.534 -0.216 -1.600  0.260

=====

[2]
Molecular formula: C4H8N2O
Method: DFT, ωB97M-V/def2-TZVPD

The calculation puts the frontier orbital gap (alpha / beta) at 8.7010 / 8.7002 eV. As for the largest force on an atom: 0.384 eV Å⁻¹. Its total energy is -9302.0949 eV. The calculation puts the HOMO energy (alpha / beta) at -8.298 / -8.298 eV.

Last column: Mulliken charge in e.
Cartesian coordinates (Å):
C1 -1.565 -0.507 -0.630  -0.197
C2 0.288 1.689 0.488  -0.903
N1 0.335 0.572 -0.451  -0.263
C3 1.019 -0.655 0.010  0.249
C4 -0.019 -1.574 0.623  -0.326
N2 -1.255 -1.317 0.348  -0.386
O1 1.257 -1.550 -0.950  -0.702
H1 0.681 0.816 -1.371  0.243
H2 -1.271 -0.773 -1.642  0.261
H3 -2.395 0.184 -0.508  0.323
H4 1.852 -0.373 0.680  0.314
H5 0.286 -2.441 1.191  0.425
H6 1.286 2.027 0.790  0.323
H7 -0.252 1.377 1.383  0.317
H8 -0.247 2.526 0.040  0.321

=====

[3]
Molecular formula: C4H8N2O
Method: DFT, ωB97M-V/def2-TZVPD

The calculation puts the frontier orbital gap at 8.3098 eV. As for the largest force on an atom: 2.345 eV Å⁻¹. Its total energy is -9300.8957 eV. The calculation puts the HOMO energy at -8.430 eV.

Last column: Mulliken charge in e.
Cartesian coordinates (Å):
C1 0.661 -0.156 -1.757  -0.986
C2 1.311 -0.439 0.589  -0.819
N1 0.275 -0.057 -0.359  0.099
C3 -1.062 0.093 -0.078  0.794
C4 -1.591 0.547 1.526  -0.436
N2 -0.647 1.378 1.056  -0.447
O1 -1.940 0.006 -0.904  -0.577
H1 0.816 -1.201 -2.043  0.307
H2 2.151 0.251 0.498  0.295
H3 1.585 0.403 -1.912  0.312
H4 -0.116 0.265 -2.389  0.343
H5 1.660 -1.453 0.369  0.333
H6 0.941 -0.378 1.606  0.262
H7 -2.653 0.732 1.337  0.268
H8 -1.390 0.009 2.463  0.254

=====

[4]
Molecular formula: C4H8N2O
Method: DFT, ωB97M-V/def2-TZVPD

The SMILES is C[C@@]1(C(N)=O)CN1. The calculation puts the frontier orbital gap at 10.6333 eV. As for the largest force on an atom: 1.928 eV Å⁻¹. Its total energy is -9303.9124 eV. The calculation puts the HOMO energy at -9.651 eV.

Last column: Mulliken charge in e.
Cartesian coordinates (Å):
C1 1.346 0.752 -0.736  -1.359
C2 0.084 0.107 -0.162  0.959
C3 -1.135 0.501 -0.985  -0.600
N1 -0.880 -0.894 -0.734  -0.639
C4 0.296 -0.159 1.397  0.311
O1 1.204 0.368 2.021  -0.620
N2 -0.521 -1.086 1.950  -0.346
H1 1.044 1.434 -1.528  0.389
H2 1.860 1.371 0.014  0.333
H3 2.054 0.025 -1.118  0.269
H4 -2.015 1.013 -0.643  0.239
H5 -0.878 0.740 -2.037  0.314
H6 -0.930 -1.212 -1.696  0.263
H7 -1.139 -1.596 1.342  0.246
H8 -0.389 -1.364 2.915  0.240

=====

[5]
Molecular formula: C4H8N2O
Method: DFT, ωB97M-V/def2-TZVPD

The SMILES is CN1CC(=O)[C@H]1N. The calculation puts the frontier orbital gap at 9.8894 eV. As for the largest force on an atom: 2.746 eV Å⁻¹. Its total energy is -9303.8042 eV. The calculation puts the HOMO energy at -9.078 eV.

Last column: Mulliken charge in e.
Cartesian coordinates (Å):
C1 -0.351 -0.647 0.651  0.336
C2 -0.878 1.245 -0.317  -0.478
C3 1.623 0.648 -0.155  -0.988
N1 0.349 0.624 0.521  -0.208
C4 -1.644 0.090 0.206  0.187
N2 0.039 -1.688 -0.275  -0.641
O1 -2.799 -0.163 0.390  -0.534
H1 -0.408 -0.960 1.706  0.279
H2 -0.745 -2.301 -0.467  0.211
H3 0.800 -2.245 0.095  0.237
H4 -0.653 1.171 -1.384  0.285
H5 -1.221 2.243 -0.045  0.298
H6 2.355 0.143 0.479  0.327
H7 1.602 0.154 -1.134  0.361
H8 1.932 1.685 -0.270  0.327

=====

[6]
Molecular formula: C4H8N2O
Method: DFT, ωB97M-V/def2-TZVPD

The SMILES is CN[C@H](C#N)CO. The calculation puts the frontier orbital gap at 10.6263 eV. As for the largest force on an atom: 0.956 eV Å⁻¹. Its total energy is -9304.4547 eV. The calculation puts the HOMO energy at -9.755 eV.

Last column: Mulliken charge in e.
Cartesian coordinates (Å):
C1 -1.896 1.078 0.315  -0.910
N1 -0.450 0.938 0.316  -0.380
C2 0.081 -0.191 -0.414  0.297
C3 1.631 -0.077 -0.604  -0.717
O1 2.394 -0.747 0.370  -0.501
C4 -0.139 -1.523 0.212  0.203
N2 -0.136 -2.563 0.717  -0.505
H1 -2.244 1.196 -0.714  0.306
H2 -2.445 0.240 0.764  0.313
H3 -2.158 1.988 0.858  0.328
H4 -0.080 0.938 1.259  0.266
H5 -0.406 -0.209 -1.399  0.365
H6 1.864 0.984 -0.486  0.361
H7 1.892 -0.386 -1.633  0.265
H8 2.091 -1.666 0.441  0.308

=====

[7]
Molecular formula: C4H8N2O
Method: DFT, ωB97M-V/def2-TZVPD

The SMILES is NC=O.C#N.C=C. The calculation puts the frontier orbital gap at 8.9213 eV. As for the largest force on an atom: 3.470 eV Å⁻¹. Its total energy is -9301.5651 eV. The calculation puts the HOMO energy at -8.535 eV.

Last column: Mulliken charge in e.
Cartesian coordinates (Å):
C1 -0.664 0.038 1.475  0.457
N1 -1.760 0.811 1.313  -0.412
C2 -0.394 -1.966 -0.754  0.016
N2 -1.300 -1.565 -0.132  -0.358
O1 -0.365 -0.592 2.453  -0.592
H1 -2.532 0.643 1.941  0.236
H2 -2.014 1.137 0.395  0.232
H3 0.823 -0.774 -0.685  -0.103
H4 0.003 -2.778 -1.334  0.372
C3 1.446 0.239 -0.476  -0.295
C4 1.411 1.211 -1.386  -0.472
H5 2.241 1.891 -1.529  0.249
H6 2.351 0.042 0.088  0.350
H7 0.228 0.273 0.617  0.083
H8 0.526 1.390 -1.987  0.237

=====

[8]
Molecular formula: C4H8N2O
Method: DFT, ωB97M-V/def2-TZVPD

The calculation puts the frontier orbital gap (alpha / beta) at 6.1913 / 7.5841 eV. As for the largest force on an atom: 0.773 eV Å⁻¹. Its total energy is -9299.7289 eV. The calculation puts the HOMO energy (alpha / beta) at -6.047 / -6.902 eV.

Last column: Mulliken charge in e.
Cartesian coordinates (Å):
C1 -1.737 -0.652 -0.282  -1.321
C2 -0.632 0.336 -0.577  0.322
N1 -0.536 1.485 0.361  -0.205
C3 0.622 1.126 0.906  -0.451
C4 0.779 -0.089 -0.124  0.240
N2 1.102 -1.372 -0.017  -0.631
O1 2.416 -1.370 0.569  -0.445
H1 -2.726 -0.226 -0.480  0.376
H2 -1.679 -0.971 0.762  0.333
H3 -1.594 -1.538 -0.907  0.291
H4 -0.666 0.706 -1.609  0.322
H5 -0.862 2.427 0.171  0.253
H6 1.285 1.821 1.424  0.328
H7 1.540 0.605 -0.639  0.246
H8 2.686 -2.287 0.443  0.344

=====

[9]
Molecular formula: C4H8N2O
Method: DFT, ωB97M-V/def2-TZVPD

The calculation puts the frontier orbital gap at 9.7937 eV. As for the largest force on an atom: 0.687 eV Å⁻¹. Its total energy is -9302.3221 eV. The calculation puts the HOMO energy at -8.856 eV.

Last column: Mulliken charge in e.
Cartesian coordinates (Å):
C1 -0.100 -1.629 0.839  -1.065
C2 -1.190 0.427 -1.084  -0.438
C3 -1.668 1.627 -1.943  -0.235
N1 -0.828 1.636 -0.799  -0.070
C4 1.163 -0.872 0.484  0.641
O1 1.532 -0.631 -0.650  -0.583
N2 1.872 -0.393 1.560  -0.412
H1 -0.793 -0.895 1.264  0.316
H2 -0.552 -2.055 -0.056  0.308
H3 0.077 -2.422 1.574  0.407
H4 -1.234 1.811 -2.924  0.233
H5 -2.679 1.990 -1.788  0.214
H6 -0.097 2.135 -0.314  0.248
H7 1.740 -0.778 2.481  0.193
H8 2.757 0.048 1.356  0.244

=====

[10]
Molecular formula: C4H8N2O
Method: DFT, ωB97M-V/def2-TZVPD

The SMILES is C[C@@]1(C(N)=O)CN1. The calculation puts the frontier orbital gap at 10.5324 eV. As for the largest force on an atom: 0.275 eV Å⁻¹. Its total energy is -9305.2445 eV. The calculation puts the HOMO energy at -9.529 eV.

Last column: Mulliken charge in e.
Cartesian coordinates (Å):
C1 -1.153 -1.140 0.516  -1.406
C2 -0.227 -0.078 -0.027  1.236
C3 -0.719 0.912 -1.015  -0.558
N1 -0.414 1.321 0.357  -0.715
C4 1.218 -0.529 -0.145  0.083
O1 1.500 -1.635 -0.575  -0.627
N2 2.124 0.393 0.250  -0.337
H1 -2.200 -0.824 0.453  0.378
H2 -1.028 -2.073 -0.040  0.313
H3 -0.920 -1.346 1.567  0.330
H4 -0.044 1.304 -1.773  0.258
H5 -1.763 0.843 -1.317  0.277
H6 -1.264 1.422 0.905  0.287
H7 1.784 1.263 0.636  0.244
H8 3.104 0.166 0.207  0.236

=====

Energy relative to the best compared isomer or geometry (same formula, charge and spin) list, top to bottom, in kcal per mole: 104.63, 99.12, 126.78, 57.21, 59.70, 44.70, 111.34, 153.68, 93.88, 26.49